C16H19N3O3S in the gas phase in a non-equilibrium geometry. Source: the OMol25 dataset; level of theory: ωB97M-V/def2-TZVPD.

Values from the calculation:
Maximum force (eV Å⁻¹): 1.2
HOMO level (eV): -8.516
Multiplicity: 1
LUMO energy (Eh): -0.01081
Relative energy (zero: lowest compared OMol25 entry of this formula, charge and spin) (eV): 1.967

Positions of all 42 atoms, in Å:
C 6.026 1.704 0.988
C 4.681 1.767 0.274
C 4.408 0.490 -0.518
C 3.105 0.540 -1.316
C 1.860 0.457 -0.436
O 1.818 -0.761 0.313
C 1.341 -1.828 -0.308
O 1.021 -1.889 -1.465
C 1.325 -3.016 0.647
S -0.115 -4.061 0.307
C -1.325 -2.811 0.266
N -0.980 -1.595 0.556
N -1.882 -0.630 0.485
C -3.122 -0.843 0.151
C -3.996 0.328 0.095
C -5.383 0.226 -0.014
C -6.162 1.368 -0.055
C -5.578 2.621 0.010
C -4.200 2.733 0.120
C -3.415 1.600 0.162
C -3.614 -2.198 -0.164
O -4.727 -2.555 -0.472
N -2.591 -3.147 -0.077
H 6.207 2.619 1.548
H 6.050 0.867 1.682
H 6.834 1.576 0.271
H 3.894 1.921 1.014
H 4.672 2.622 -0.406
H 4.376 -0.360 0.167
H 5.235 0.326 -1.212
H 3.054 1.467 -1.889
H 3.077 -0.294 -2.021
H 1.844 1.247 0.315
H 0.958 0.515 -1.054
H 2.198 -3.647 0.476
H 1.297 -2.672 1.679
H -5.851 -0.743 -0.065
H -7.235 1.276 -0.139
H -6.193 3.509 -0.025
H -3.739 3.709 0.170
H -2.342 1.671 0.246
H -2.832 -4.106 -0.305

natural (NBO) population analysis, charges in e, atoms 1 to 2: -0.599 -0.395